[1]
DFT (the ωB97M-V functional and the def2-TZVPD basis) results for C13H16Cl2O6S3W as an isolated structure.

Summary:
- Relative energy (zero: lowest compared OMol25 entry of this formula, charge and spin): 0.076 eV
- HOMO level (alpha / beta): -14.51 / -14.57 eV
- 2S+1: 3
- ⟨S²⟩: 2.013
- Charge: +2
- Kohn-Sham gap (alpha / beta): 7.06 / 6.43 eV

```
41
Properties=species:S:1:pos:R:3:mulliken_charge:R:1
W -0.015 0.384 -0.491 1.102
C 2.173 -2.331 0.122 -0.653
C 1.056 -2.855 -0.763 -0.785
S -0.565 -2.073 -0.488 -0.025
C -0.906 -2.463 1.272 -0.557
C -1.342 -1.253 2.080 -0.817
S -0.199 0.166 2.022 0.026
C 1.346 -0.494 2.723 -0.654
C 2.527 -0.099 1.857 -0.824
S 2.297 -0.504 0.105 0.081
H 3.130 -2.703 -0.244 0.556
H 2.066 -2.661 1.153 0.420
H 0.934 -3.929 -0.613 0.517
H 1.256 -2.693 -1.823 0.424
H -0.019 -2.934 1.691 0.370
H -1.702 -3.207 1.278 0.548
H -1.478 -1.524 3.128 0.547
H -2.286 -0.840 1.723 0.402
H 1.258 -1.573 2.833 0.415
H 1.450 -0.067 3.720 0.525
H 3.446 -0.579 2.197 0.492
H 2.701 0.978 1.870 0.437
O 0.331 1.354 -4.305 -0.467
Cl 0.293 0.448 -3.260 1.735
O -0.966 0.583 -2.425 -0.575
O 0.506 -0.899 -3.585 -0.488
O 1.256 0.852 -2.134 -0.671
Cl -5.469 6.680 -0.075 -0.127
C -4.336 5.404 -0.085 0.457
C -4.794 4.088 0.004 -0.847
C -3.884 3.059 -0.003 -0.318
C -2.512 3.344 -0.104 0.015
C -2.064 4.672 -0.200 -0.356
C -2.975 5.702 -0.186 -0.781
C -1.562 2.287 -0.126 1.319
O -0.293 2.432 -0.289 -0.694
O -1.887 1.013 -0.004 -0.576
H -5.855 3.897 0.075 0.440
H -4.220 2.033 0.062 0.446
H -1.006 4.879 -0.283 0.493
H -2.657 6.732 -0.254 0.448
```

---

[2]
DFT (the ωB97M-V functional and the def2-TZVPD basis) results for a 2-piece molecular cluster, C13H16FNO6S overall.

Summary:
- HOMO level: -9.52 eV
- 2S+1: 1
- Charge: 0
- Kohn-Sham gap: 8.02 eV

```
38
Properties=species:S:1:pos:R:3:mulliken_charge:R:1
O -0.420 2.618 -0.227 -0.528
C -0.997 1.611 0.116 0.195
O -2.233 1.673 0.738 -0.458
C -0.430 0.232 -0.073 -0.286
C -0.236 -0.068 -1.573 -0.561
C 0.942 -1.010 -1.809 -0.940
N 1.654 -0.656 -3.034 0.247
C 0.976 -1.087 -4.251 -0.633
C 0.401 0.113 -5.062 -0.344
F 0.890 1.308 -4.604 -0.287
C 3.013 -1.021 -2.997 0.384
O 3.912 -0.241 -2.775 -0.530
O 3.194 -2.385 -3.192 -0.297
S 4.754 -2.914 -3.525 -0.093
H -2.877 1.318 0.125 0.321
H -1.119 -0.490 0.331 0.302
H 0.499 0.179 0.470 0.353
H -0.085 0.857 -2.107 0.508
H -1.145 -0.549 -1.903 0.305
H 1.631 -0.898 -0.988 0.611
H 0.571 -2.030 -1.833 0.266
H 0.166 -1.762 -4.019 0.367
H 1.669 -1.590 -4.904 0.398
H 0.722 0.044 -6.091 0.326
H -0.674 0.158 -4.981 0.245
H 4.772 -2.690 -4.851 0.128
C -0.939 0.555 6.488 -0.384
C -0.479 -0.067 5.407 -0.342
C -1.135 0.101 4.087 0.394
O -0.716 -0.469 3.101 -0.510
C -2.320 0.990 4.014 -0.182
C -2.780 1.613 5.096 -0.402
C -2.127 1.445 6.419 0.336
O -2.544 2.011 7.404 -0.543
H -0.478 0.448 7.462 0.396
H 0.385 -0.718 5.435 0.420
H -2.773 1.104 3.038 0.399
H -3.641 2.267 5.067 0.418
```

---

[3]
DFT (the ωB97M-V functional and the def2-TZVPD basis) results for a 2-piece molecular cluster, C13H16N overall.

Summary:
- Relative energy (zero: lowest compared OMol25 entry of this formula, charge and spin): 1.070 eV
- HOMO level (alpha / beta): -8.37 / -8.45 eV
- 2S+1: 2
- ⟨S²⟩: 0.776
- Charge: 0
- Kohn-Sham gap (alpha / beta): 9.10 / 7.59 eV

```
30
Properties=species:S:1:pos:R:3:mulliken_charge:R:1
C -0.417 3.002 -3.267 -1.275
C 0.356 1.734 -3.303 0.725
C -0.394 0.452 -3.260 -1.233
C 1.648 1.744 -3.315 0.277
N 2.880 1.753 -3.315 -0.557
H 0.241 3.874 -3.257 0.350
H -1.071 3.076 -4.137 0.391
H -1.041 3.035 -2.372 0.312
H 0.280 -0.408 -3.248 0.323
H -1.015 0.410 -2.364 0.302
H -1.047 0.363 -4.130 0.397
C -1.234 -3.276 3.745 -1.369
C -0.634 -2.258 2.834 0.854
C 0.310 -2.619 1.886 -0.544
C 0.874 -1.677 1.050 -0.665
C 0.516 -0.332 1.129 1.219
C -0.438 0.023 2.081 -0.611
C -0.998 -0.922 2.914 -0.701
C 1.155 0.647 0.242 -0.247
C 0.916 1.952 0.213 -1.088
H -1.954 -2.823 4.428 0.343
H -1.755 -4.050 3.179 0.313
H -0.466 -3.762 4.349 0.316
H 0.606 -3.652 1.812 0.399
H 1.611 -1.980 0.326 0.348
H -0.737 1.052 2.172 0.237
H -1.728 -0.627 3.647 0.305
H 1.895 0.252 -0.434 0.327
H 1.447 2.600 -0.459 0.351
H 0.196 2.418 0.855 0.199
```

---

[4]
DFT (the ωB97M-V functional and the def2-TZVPD basis) results for an isolated molecule of C13H16N2O2.

Summary:
- Relative energy (zero: lowest compared OMol25 entry of this formula, charge and spin): 2.124 eV
- HOMO level: -8.13 eV
- 2S+1: 1
- Charge: 0
- Kohn-Sham gap: 8.81 eV

```
33
Properties=species:S:1:pos:R:3:mulliken_charge:R:1
C -4.493 -2.475 0.826 -1.027
C -4.843 -1.534 -0.323 -0.418
O -4.528 -0.186 -0.041 -0.452
C -3.233 0.237 -0.101 0.610
C -3.016 1.562 0.285 -0.555
C -1.756 2.108 0.250 -0.544
C -0.662 1.350 -0.173 0.427
C -0.874 0.036 -0.559 -0.493
C -2.147 -0.516 -0.523 -0.470
H -2.263 -1.541 -0.838 0.360
H -0.064 -0.588 -0.904 0.364
O 0.542 2.009 -0.180 -0.430
C 1.716 1.304 -0.482 -0.532
C 2.193 0.439 0.703 -0.757
N 3.388 -0.277 0.369 0.223
C 4.669 0.134 0.539 -0.007
N 5.529 -0.719 0.061 -0.641
C 4.790 -1.734 -0.456 -0.514
C 3.461 -1.479 -0.280 -0.181
H 2.587 -2.040 -0.539 0.375
H 5.260 -2.580 -0.916 0.395
H 4.922 1.055 1.026 0.365
H 2.387 1.090 1.560 0.293
H 1.407 -0.270 0.979 0.473
H 1.598 0.683 -1.379 0.357
H 2.467 2.072 -0.695 0.326
H -1.586 3.132 0.544 0.418
H -3.863 2.146 0.608 0.404
H -5.925 -1.530 -0.481 0.313
H -4.362 -1.858 -1.255 0.327
H -5.007 -2.157 1.730 0.299
H -3.423 -2.471 1.021 0.341
H -4.804 -3.486 0.580 0.351
```

---

no.,largest force on an atom (Eh/bohr),electronic energy (eV)
1,0.0145,-85380.28867
2,0.0395,-41065.53799
3,0.1809,-15228.38315
4,0.0148,-20815.03897